Entry 1:
Computed, not measured: a structure of composition C59H73FeN6S3, with wB97M-V/def2-TZVPD.

XYZ file:
```
142
Properties=species:S:1:pos:R:3:mulliken_charge:R:1
Fe -0.68 1.35 -0.28 2.1962
C -2.08 2.09 -1.94 -1.4455
C -3.06 1.96 -0.91 1.1762
C -2.78 2.98 0.05 1.0485
C -1.61 3.65 -0.40 -1.4632
C -1.21 3.16 -1.65 -0.8599
C -0.17 3.77 -2.59 1.8781
C 0.37 5.08 -2.01 -2.0256
C -0.83 4.06 -3.94 -1.8357
C 0.99 2.81 -2.81 -1.8543
C -3.59 3.55 1.23 3.0226
C -5.03 3.85 0.81 -2.0051
C -3.61 2.66 2.49 -0.9608
C -3.00 4.90 1.66 -2.1387
C -4.22 0.96 -1.09 2.2153
C -5.40 1.61 -1.82 -1.8193
C -3.78 -0.21 -1.98 -2.1842
C -4.69 0.34 0.24 -1.6955
H -2.08 1.52 -2.86 0.1496
H -1.18 4.51 0.08 1.3054
H -0.44 5.79 -1.84 0.3571
H 1.08 5.53 -2.71 0.4430
H 0.89 4.91 -1.06 0.2442
H -1.69 4.72 -3.82 0.4275
H -1.18 3.14 -4.41 0.2036
H -0.12 4.53 -4.62 0.4471
H 1.49 2.58 -1.86 0.2499
H 1.74 3.23 -3.49 0.5728
H 0.64 1.87 -3.24 0.1307
H -5.65 2.95 0.77 0.3336
H -5.06 4.33 -0.17 0.3275
H -5.49 4.52 1.54 0.5500
H -3.63 1.61 2.24 -0.5121
H -4.49 2.90 3.10 0.6817
H -2.73 2.84 3.11 0.0046
H -3.03 5.62 0.84 0.4130
H -1.97 4.82 2.01 0.2114
H -3.60 5.30 2.48 0.4562
H -5.06 2.05 -2.76 0.3026
H -5.89 2.39 -1.25 0.2284
H -6.16 0.85 -2.05 0.4864
H -3.65 0.11 -3.02 0.3051
H -4.57 -0.97 -1.98 0.6598
H -2.85 -0.66 -1.64 0.0986
H -5.16 1.06 0.90 0.2368
H -3.84 -0.11 0.77 -0.0793
H -5.42 -0.45 0.03 0.6155
N -0.49 -0.46 -1.39 1.0287
S 0.15 -1.44 -2.23 0.0151
N 0.68 -2.81 -1.45 0.0182
S 2.06 -2.88 -0.76 0.6714
N 2.73 -1.69 -0.05 0.1807
S 1.99 -0.55 0.93 1.2094
N 1.41 0.63 0.33 -0.4975
C 0.96 -1.61 1.98 1.4035
C 1.48 -2.23 3.11 -0.4711
C 0.65 -3.01 3.90 -1.2303
C -0.68 -3.18 3.55 -1.0676
C -1.18 -2.58 2.40 -0.9262
C -0.36 -1.79 1.61 0.4564
C 3.40 -0.23 1.98 -0.7825
C 4.54 -1.02 2.03 -0.0998
C 5.56 -0.67 2.90 -0.9191
C 5.44 0.46 3.71 -0.7678
C 4.30 1.24 3.64 -0.6539
C 3.28 0.91 2.77 0.1684
C 3.30 -3.42 -1.91 0.4603
C 4.51 -2.75 -2.03 -0.1573
C 5.43 -3.22 -2.96 -0.8504
C 5.13 -4.33 -3.73 -0.6302
C 3.92 -4.99 -3.59 -0.7386
C 2.99 -4.53 -2.68 -0.9983
C 1.89 -4.28 0.31 0.7948
C 0.68 -4.92 0.49 -0.2125
C 0.61 -6.00 1.35 -0.8409
C 1.75 -6.43 2.02 -0.6145
C 2.97 -5.78 1.83 -0.8077
C 3.04 -4.70 0.97 -0.7102
C 1.59 -0.97 -3.19 0.7401
C 1.91 -1.63 -4.37 -0.6633
C 3.06 -1.25 -5.05 -1.0170
C 3.87 -0.24 -4.55 -0.8866
C 3.53 0.40 -3.36 -0.6682
C 2.39 0.03 -2.67 0.9470
C -0.89 -2.21 -3.45 0.1817
C -1.49 -1.32 -4.33 -0.2214
C -2.36 -1.81 -5.29 -0.7198
C -2.64 -3.18 -5.35 -0.7616
C -2.04 -4.05 -4.45 -0.7674
C -1.15 -3.57 -3.49 -0.3418
H 2.51 -2.08 3.41 0.4856
H 1.04 -3.48 4.79 0.4915
H -1.33 -3.79 4.17 0.4917
H -2.22 -2.72 2.12 0.5115
H -0.74 -1.34 0.70 -0.3458
H 4.63 -1.88 1.39 0.2448
H 6.46 -1.27 2.94 0.4847
H 6.24 0.72 4.38 0.4131
H 4.22 2.13 4.26 0.4690
H 2.39 1.51 2.67 0.1763
H 4.71 -1.88 -1.42 0.5518
H 6.37 -2.71 -3.08 0.4952
H 5.85 -4.69 -4.46 0.4299
H 3.69 -5.86 -4.20 0.4827
H 2.03 -5.03 -2.56 0.2953
H -0.20 -4.56 -0.04 0.3754
H -0.33 -6.51 1.51 0.4914
H 1.70 -7.28 2.69 0.4397
H 3.85 -6.12 2.35 0.4719
H 3.98 -4.19 0.80 0.2262
H 1.29 -2.42 -4.76 0.5672
H 3.33 -1.75 -5.97 0.4857
H 4.76 0.06 -5.09 0.4481
H 4.16 1.19 -2.97 0.5420
H 2.11 0.51 -1.74 -0.7345
H -1.29 -0.26 -4.26 0.4200
H -2.84 -1.14 -5.99 0.4892
H -3.32 -3.56 -6.09 0.4051
H -2.26 -5.11 -4.49 0.4533
H -0.67 -4.24 -2.79 0.2560
C -2.13 0.30 4.88 -1.0561
C -0.64 0.50 4.63 -0.0962
N -0.25 1.81 4.11 0.7631
C 0.16 2.82 5.08 -0.7485
C -0.97 3.70 5.58 -1.0498
C -0.31 2.08 2.77 0.3024
C 0.34 3.35 2.30 -1.9824
N -0.85 1.30 1.89 2.1860
H -2.30 -0.71 5.28 0.4605
H -2.71 0.40 3.97 -0.0084
H -2.51 1.02 5.61 0.3114
H -0.26 -0.27 3.96 -0.2064
H -0.10 0.37 5.57 0.6852
H 0.94 3.44 4.64 0.3607
H 0.61 2.29 5.92 0.5652
H -1.44 4.25 4.75 0.1296
H -0.59 4.43 6.29 0.4637
H -1.75 3.12 6.07 0.2476
H 1.38 3.41 2.63 0.6225
H -0.18 4.22 2.67 0.6353
H 0.33 3.37 1.21 -0.7191
H -1.29 0.49 2.29 -1.2327
```

Results
HOMO-LUMO gap (alpha / beta): 6.466 / 6.905 eV
total energy: -5078.41593 a.u.
2S+1: 5
<S²>: 6.02
net charge: +1

---

Entry 2:
Computed, not measured: a structure of composition C59H85N5PbSi4 in a non-equilibrium geometry, with wB97M-V/def2-TZVPD.

XYZ file:
```
154
Properties=species:S:1:pos:R:3:mulliken_charge:R:1
Pb -0.82 0.75 0.51 0.6353
C 2.37 -4.94 -1.58 -0.7685
C 1.56 -4.26 -0.48 -1.1083
C 0.67 -3.14 -0.96 0.0657
C -0.67 -3.23 -1.36 -0.0932
C -1.52 -4.47 -1.46 -1.4549
C -2.42 -4.63 -0.22 -0.8959
C -1.15 -1.91 -1.46 -0.2189
C -2.54 -1.56 -1.69 -0.3487
C -3.31 -0.89 -0.79 0.2655
C -4.77 -0.82 -0.74 0.3025
C -5.66 -1.04 -1.92 -1.1497
C -5.64 0.19 -2.85 -1.0096
C -5.11 -0.52 0.54 0.2082
C -3.85 -0.33 1.28 0.4795
C -3.72 -0.20 2.66 -0.8470
C -2.50 -0.12 3.36 0.5035
N -1.30 0.17 2.82 0.5934
C -0.36 0.17 3.84 -0.2118
C 0.99 0.40 3.71 -0.7721
C 1.81 0.30 2.56 0.1167
N 1.38 -0.22 1.37 -0.1356
C 2.44 -0.40 0.59 -1.3771
C 2.34 -1.17 -0.71 1.2544
C 0.97 -1.77 -0.91 -1.1988
N -0.13 -1.03 -1.21 1.1198
C 3.62 0.06 1.25 0.0531
C 3.22 0.52 2.50 1.0090
C 4.05 1.18 3.56 -1.1795
C 4.40 0.25 4.73 -1.1254
C 5.02 0.07 0.70 1.4415
C 5.95 -0.95 1.38 -1.7625
C -1.03 -0.14 5.08 0.0592
C -2.35 -0.34 4.79 0.1220
C -3.44 -0.82 5.69 -1.2412
C -3.79 -2.29 5.41 -1.0425
C -0.33 -0.42 6.38 -1.2377
C 0.31 -1.82 6.35 -1.0647
N -2.82 -0.46 0.43 0.4732
C -6.47 -0.36 1.14 -1.2157
C -6.74 1.11 1.50 -0.7664
H 3.00 -5.74 -1.17 0.4926
H 3.02 -4.22 -2.08 -0.3521
H 1.71 -5.38 -2.34 0.2714
H 2.24 -3.86 0.27 0.4047
H 0.94 -5.01 0.02 0.4561
H -0.87 -5.35 -1.56 0.4645
H -2.15 -4.42 -2.36 0.3601
H -1.80 -4.76 0.67 0.2431
H -3.10 -5.48 -0.32 0.4236
H -3.01 -3.72 -0.08 0.0080
H -3.05 -2.04 -2.52 0.1822
H -6.69 -1.23 -1.59 0.3952
H -5.32 -1.91 -2.48 0.3197
H -6.05 1.06 -2.33 0.2291
H -6.23 0.01 -3.75 0.4497
H -4.62 0.42 -3.14 0.1389
H -4.63 -0.24 3.25 0.2905
H 1.52 0.60 4.64 0.2222
H 3.02 -2.03 -0.59 0.3844
H 3.50 2.04 3.95 0.4263
H 4.98 1.56 3.11 0.4698
H 3.49 -0.08 5.23 0.2225
H 5.03 0.77 5.46 0.3819
H 4.92 -0.64 4.38 0.2234
H 5.46 1.06 0.83 0.3390
H 4.98 -0.14 -0.37 -2.0129
H 5.52 -1.95 1.31 0.3302
H 6.07 -0.70 2.43 0.3476
H 6.93 -0.96 0.90 0.4602
H -4.34 -0.21 5.55 0.3149
H -3.13 -0.72 6.73 0.3282
H -4.06 -2.41 4.36 0.2026
H -4.62 -2.64 6.03 0.4079
H -2.93 -2.93 5.60 0.2375
H -1.03 -0.36 7.21 0.5015
H 0.46 0.32 6.56 0.3434
H 1.02 -1.88 5.52 0.2091
H -0.46 -2.57 6.18 0.2425
H 0.83 -2.05 7.28 0.4140
H -6.56 -0.98 2.03 0.3319
H -7.22 -0.71 0.42 0.3286
H -5.99 1.47 2.20 -0.0572
H -7.73 1.23 1.95 0.4751
H -6.69 1.73 0.60 0.2370
N 0.18 3.02 1.90 -0.4292
H -0.54 3.73 1.88 0.2172
H 1.07 3.42 1.62 0.2250
H 0.26 2.61 2.82 0.1858
C -4.89 4.14 3.97 -0.6170
C -3.79 3.31 3.76 -1.0229
C -3.32 3.07 2.48 0.9770
C -3.93 3.64 1.36 0.4595
C -5.05 4.46 1.59 -0.7126
C -5.52 4.70 2.87 -0.6739
C -3.42 3.49 0.00 -1.5069
C -2.29 2.89 -0.43 1.1744
C -1.90 3.20 -1.79 0.2398
C -1.78 4.54 -2.20 -0.6499
C -1.38 4.88 -3.48 -0.7102
C -1.09 3.89 -4.41 -0.5466
C -1.19 2.55 -4.02 -0.4564
C -1.57 2.21 -2.74 0.4888
H -5.25 4.34 4.97 0.3926
H -3.30 2.84 4.60 0.4267
H -2.47 2.42 2.33 0.5466
H -5.55 4.92 0.74 0.3406
H -6.38 5.35 3.00 0.3448
H -4.07 4.00 -0.74 -0.1160
H -2.02 5.32 -1.49 0.4315
H -1.31 5.92 -3.77 0.3305
H -0.78 4.14 -5.42 0.3524
H -0.96 1.77 -4.74 0.3595
H -1.65 1.17 -2.44 -0.3449
C 2.12 2.79 -0.84 -0.0209
Si 3.19 2.02 -2.18 0.7324
C 2.74 2.84 -3.84 -0.8600
C 4.93 2.73 -1.84 -1.2333
Si 2.94 -0.33 -2.36 -0.9293
Si 1.62 -0.99 -4.23 1.9381
C -0.25 -0.77 -4.53 0.1327
C 2.38 -0.17 -5.79 -1.5191
C 1.82 -2.87 -4.49 -0.9846
Si 5.10 -1.31 -2.88 1.1668
C 5.28 -2.01 -4.66 -1.3871
C 6.59 -0.11 -2.82 -1.4249
C 5.70 -2.79 -1.82 -1.2173
H 1.06 2.53 -0.97 -0.3035
H 2.19 3.88 -0.82 0.6588
H 2.42 2.40 0.14 -0.2734
H 2.90 3.92 -3.80 0.4312
H 1.69 2.66 -4.08 -0.1161
H 3.34 2.44 -4.67 0.3324
H 4.86 3.81 -1.73 0.4239
H 5.63 2.53 -2.66 0.3090
H 5.37 2.32 -0.93 0.1619
H -0.45 -0.19 -5.43 0.6544
H -0.72 -0.28 -3.69 -1.0451
H -0.73 -1.75 -4.63 0.3947
H 1.81 0.72 -6.08 0.3556
H 2.36 -0.86 -6.64 0.4789
H 3.41 0.15 -5.65 0.2296
H 1.12 -3.39 -3.83 -0.0002
H 2.82 -3.24 -4.27 0.0279
H 1.58 -3.14 -5.53 0.5138
H 4.74 -1.40 -5.38 0.2833
H 4.86 -3.02 -4.73 0.3500
H 6.32 -2.06 -4.97 0.4308
H 6.46 0.70 -3.55 0.2582
H 7.52 -0.63 -3.06 0.4390
H 6.71 0.35 -1.84 0.3714
H 5.15 -3.70 -2.08 0.3723
H 5.56 -2.61 -0.76 0.1432
H 6.77 -2.99 -1.98 0.4528
```

Results
HOMO-LUMO gap: 4.984 eV
total energy: -3923.92926 a.u.
net charge: -2

---

Entry 3:
Computed, not measured: a structure of composition C5F5O6Se2Te3V in a non-equilibrium geometry, with wB97M-V/def2-TZVPD.

XYZ file:
```
22
Properties=species:S:1:pos:R:3:mulliken_charge:R:1
V -1.18 -0.15 0.69 0.3880
Se 0.97 -0.45 0.49 -0.1184
Te 5.90 -1.69 0.14 0.1309
Te 6.86 -4.08 0.10 -0.3216
Se 3.56 -1.29 0.24 -0.0734
O -6.36 1.55 0.45 -0.5987
C -5.36 0.96 0.17 0.5374
C -4.96 -0.44 0.67 -0.0215
O -5.71 -1.23 1.20 -0.6239
C -3.55 -0.59 0.28 1.0444
C -3.15 0.50 -0.51 1.2639
O -1.90 0.48 -0.93 -0.7813
C -4.25 1.43 -0.77 0.0156
O -4.36 2.30 -1.60 -0.6063
O -2.68 -1.50 0.53 -0.8416
F -2.16 2.66 1.29 -0.5160
Te -0.25 2.54 0.94 1.8011
F -0.11 2.14 2.82 -0.4511
F 1.67 2.58 1.11 -0.4840
F -1.57 -0.10 2.39 -0.4998
F -0.22 4.32 1.59 -0.4567
O -0.27 3.01 -0.78 -0.7869
```

Results
energy relative to the best compared isomer or geometry (same formula, charge and spin): 29.1 kJ/mol
HOMO-LUMO gap (alpha / beta): 4.155 / 4.140 eV
total energy: -7692.32445 a.u.
net charge: -2

---

Entry 4:
Computed, not measured: a cluster of 2 separate species, C5H10 in total in a non-equilibrium geometry, with wB97M-V/def2-TZVPD.

XYZ file:
```
15
Properties=species:S:1:pos:R:3:mulliken_charge:R:1
C 1.04 -1.59 -0.43 -0.6759
C 0.68 -0.60 -1.52 -0.3984
C 0.93 0.02 -0.05 -0.1787
C -0.02 0.91 0.37 0.0597
C 0.20 2.17 1.15 -1.0343
H -3.17 -2.93 0.19 0.0479
H -2.83 -2.88 -0.42 -0.0509
H 0.58 -2.29 0.25 0.1939
H -0.36 -0.39 -1.87 0.2623
H 1.42 -0.10 -2.13 0.2417
H 2.06 0.26 0.12 0.2434
H -1.03 0.57 0.30 0.3700
H 0.90 2.81 0.86 0.3363
H -0.68 2.73 1.40 0.2919
H 0.28 1.29 1.78 0.2911
```

Results
energy relative to the best compared isomer or geometry (same formula, charge and spin): 808.5 kJ/mol
HOMO-LUMO gap: 6.632 eV
total energy: -196.20046 a.u.

---

Entry 5:
Computed, not measured: a cluster of 2 separate species, C5H10 in total, with wB97M-V/def2-TZVPD.

XYZ file:
```
15
Properties=species:S:1:pos:R:3:mulliken_charge:R:1
C -1.75 0.34 0.17 -0.8748
C -1.08 -0.62 0.80 0.2211
C -0.27 -1.67 0.12 -1.0661
H -1.71 0.43 -0.92 0.2732
H -2.35 1.08 0.70 0.2754
H -1.13 -0.67 1.89 0.2916
H -0.82 -2.62 0.15 0.3454
H 0.69 -1.84 0.62 0.2748
H -0.07 -1.42 -0.93 0.2714
C 0.98 1.65 -0.58 -0.4718
C 1.86 0.70 -0.29 -0.5842
H 0.70 1.88 -1.61 0.2468
H 0.48 2.22 0.19 0.2555
H 2.11 0.45 0.74 0.2768
H 2.34 0.10 -1.06 0.2648
```

Results
SMILES string: C=CC.C=C
energy relative to the best compared isomer or geometry (same formula, charge and spin): 179.9 kJ/mol
HOMO-LUMO gap: 10.564 eV
total energy: -196.43987 a.u.

---

- Number 2 is which compound?
  C59H85N5PbSi4

---

- Which of these has the highest total energy?
  number 4

---

Copy entry 4 word for word.
Computed, not measured: a cluster of 2 separate species, C5H10 in total in a non-equilibrium geometry, with wB97M-V/def2-TZVPD.

XYZ file:
```
15
Properties=species:S:1:pos:R:3:mulliken_charge:R:1
C 1.04 -1.59 -0.43 -0.6759
C 0.68 -0.60 -1.52 -0.3984
C 0.93 0.02 -0.05 -0.1787
C -0.02 0.91 0.37 0.0597
C 0.20 2.17 1.15 -1.0343
H -3.17 -2.93 0.19 0.0479
H -2.83 -2.88 -0.42 -0.0509
H 0.58 -2.29 0.25 0.1939
H -0.36 -0.39 -1.87 0.2623
H 1.42 -0.10 -2.13 0.2417
H 2.06 0.26 0.12 0.2434
H -1.03 0.57 0.30 0.3700
H 0.90 2.81 0.86 0.3363
H -0.68 2.73 1.40 0.2919
H 0.28 1.29 1.78 0.2911
```

Results
energy relative to the best compared isomer or geometry (same formula, charge and spin): 808.5 kJ/mol
HOMO-LUMO gap: 6.632 eV
total energy: -196.20046 a.u.